The following is a DFT calculation (wB97M-V/def2-TZVPD) of C5H9N in the gas phase.

Last column: natural (NBO) charge in e.
CARTESIAN COORDINATES (ANGSTROEM)
C (-1.889, 0.336, 0.123)  -0.639
C (-0.651, -0.562, -0.189)  -0.387
C (0.698, -0.009, 0.375)  -0.314
C (1.939, -0.574, -0.312)  -0.594
C (0.507, 1.446, 0.273)  0.312
N (-0.236, 2.335, 0.198)  -0.363
H (-2.269, 0.068, 1.122)  0.203
H (-1.671, 1.499, 0.071)  0.260
H (-2.674, 0.134, -0.611)  0.214
H (-0.722, -1.585, 0.226)  0.216
H (-0.537, -0.703, -1.274)  0.203
H (0.749, -0.223, 1.451)  0.237
H (1.967, -1.664, -0.207)  0.217
H (1.937, -0.332, -1.379)  0.215
H (2.851, -0.165, 0.132)  0.221

Cartesian forces (eV/Å) of the 3 atoms listed first:
-0.0935 0.2576 -0.0617
-0.0646 0.1922 -0.0366
-0.0918 0.1290 0.0452

The HOMO energy comes out at -10.637 eV. Its structure (SMILES) is CC[C@@H](C)C#N. For the gap between HOMO and LUMO, the calculation gives 11.54 eV. As for the energy relative to the best compared isomer or geometry (same formula, charge and spin): 1.2210 eV. The calculation puts the LUMO energy at 0.0333 hartree.

***

The following is a DFT calculation (wB97M-V/def2-TZVPD) of 9 unconnected molecules or ions with the total composition ClH16O8.

Last column: natural (NBO) charge in e.
CARTESIAN COORDINATES (ANGSTROEM)
Cl (-0.464, -0.306, -0.115)  -0.886
O (2.056, -0.134, 2.086)  -0.938
H (2.002, -0.809, 2.750)  0.451
H (1.533, -0.632, 1.435)  0.484
O (1.768, 1.837, 0.089)  -0.969
H (2.557, 1.700, -0.444)  0.455
H (1.123, 1.181, -0.158)  0.490
O (-2.511, -0.936, -2.566)  -0.924
H (-2.884, -0.740, -1.738)  0.475
H (-3.321, -1.198, -3.030)  0.449
O (0.715, -1.286, -2.739)  -0.998
H (-0.118, -1.233, -2.242)  0.497
H (1.438, -1.168, -2.074)  0.475
O (-2.953, -1.861, 0.838)  -0.987
H (-3.268, -1.204, 1.438)  0.452
H (-2.123, -1.367, 0.604)  0.496
O (-1.364, 2.651, -0.027)  -0.970
H (-1.117, 1.752, -0.036)  0.494
H (-2.080, 2.856, -0.651)  0.452
O (2.827, -1.030, -1.116)  -0.940
H (2.237, -1.419, -0.474)  0.479
H (3.599, -0.931, -0.598)  0.475
O (-0.222, 1.523, 2.783)  -0.954
H (0.098, 1.686, 3.674)  0.446
H (0.465, 1.075, 2.310)  0.498

Cartesian forces (eV/Å) of the 3 atoms listed first:
0.1760 -0.3870 0.4558
0.0022 -0.7681 -0.4870
0.3074 -0.3176 1.3363

Its net charge is -1. The HOMO energy comes out at -5.946 eV. For the gap between HOMO and LUMO, the calculation gives 8.94 eV. As for the energy relative to the best compared isomer or geometry (same formula, charge and spin): 1.6794 eV. The calculation puts the LUMO energy at 0.1101 hartree.

***

The following is a DFT calculation (wB97M-V/def2-TZVPD) of 8 unconnected molecules or ions with the total composition C4H25NO8S2.

Last column: natural (NBO) charge in e.
CARTESIAN COORDINATES (ANGSTROEM)
C (-1.619, 3.291, 0.180)  -0.442
N (-0.621, 2.599, -0.698)  -0.644
C (-0.182, 1.350, -0.110)  -0.091
C (0.345, 1.224, 1.348)  -0.113
O (1.570, 0.603, 1.465)  -0.759
C (-1.346, 0.338, -0.310)  -0.556
S (-0.906, -1.307, 0.332)  0.063
S (-2.197, -2.729, -0.186)  -0.117
H (-2.515, 2.662, 0.315)  0.219
H (-1.883, 4.187, -0.348)  0.206
H (-1.208, 3.763, 1.118)  0.180
H (0.071, 3.311, -0.862)  0.370
H (0.677, 0.937, -0.702)  0.196
H (0.361, 2.237, 1.777)  0.152
H (-0.297, 0.662, 2.039)  0.208
H (2.228, 1.089, 0.821)  0.499
H (-2.143, 0.679, 0.405)  0.243
H (-1.679, 0.163, -1.364)  0.234
H (-1.747, -3.480, -1.150)  0.115
O (-2.521, 2.482, -3.212)  -0.961
H (-2.380, 1.652, -3.678)  0.466
H (-2.030, 2.443, -2.383)  0.487
O (3.501, 0.262, -0.095)  -0.986
H (3.078, -0.628, -0.005)  0.514
H (4.280, 0.277, 0.477)  0.483
O (-2.474, 0.838, 2.662)  -0.995
H (-2.105, 1.297, 3.410)  0.498
H (-2.477, -0.116, 2.547)  0.508
O (3.073, -2.369, 0.701)  -0.996
H (3.818, -2.663, 1.221)  0.494
H (2.818, -2.857, -0.087)  0.515
O (0.413, -1.360, 3.563)  -0.947
H (0.650, -1.966, 2.853)  0.474
H (0.857, -0.566, 3.242)  0.476
O (1.854, -2.657, -1.883)  -0.989
H (1.798, -1.750, -1.566)  0.497
H (2.145, -2.865, -2.771)  0.501
O (2.638, 1.777, -3.688)  -0.938
H (3.302, 1.550, -3.025)  0.472
H (1.960, 2.241, -3.171)  0.467

Cartesian forces (eV/Å) of the 3 atoms listed first:
0.4048 0.4896 -0.0907
-1.3498 0.6878 1.5184
0.8804 -2.5586 -0.9530

The HOMO energy comes out at -8.939 eV. Its structure (SMILES) is CN[C@@H](CO)CSS.O.O.O.O.O.O.O. For the gap between HOMO and LUMO, the calculation gives 9.00 eV. The calculation puts the LUMO energy at 0.0022 hartree.

***

The following is a DFT calculation (wB97M-V/def2-TZVPD) of C2H8N2Si in the gas phase.

Last column: natural (NBO) charge in e.
CARTESIAN COORDINATES (ANGSTROEM)
C (-0.078, -0.801, -1.123)  -0.626
N (-0.845, 0.378, -1.180)  -0.450
N (-1.065, 0.811, 0.241)  -0.474
C (0.244, 1.052, 0.977)  -0.646
Si (0.884, -0.701, 0.533)  0.989
H (-0.789, -1.562, -1.038)  0.208
H (0.488, -0.834, -2.020)  0.223
H (-0.333, 1.129, -1.579)  0.335
H (-1.588, -0.015, 0.496)  0.339
H (0.516, 1.940, 0.468)  0.219
H (-0.112, 1.263, 1.944)  0.235
H (0.186, -1.577, 1.510)  -0.181
H (2.304, -1.079, 0.673)  -0.170

Cartesian forces (eV/Å) of the 3 atoms listed first:
1.7499 0.1207 0.5810
-1.2136 2.2308 2.0684
-0.9556 0.1467 -1.9883

The HOMO energy comes out at -8.693 eV. Its structure (SMILES) is C1NNC[SiH2]1. For the gap between HOMO and LUMO, the calculation gives 9.63 eV. As for the energy relative to the best compared isomer or geometry (same formula, charge and spin): 0.5542 eV. The calculation puts the LUMO energy at 0.0346 hartree.

***

The following is a DFT calculation (wB97M-V/def2-TZVPD) of 7 unconnected molecules or ions with the total composition C30H50ClFIO11PS7.

Last column: Mulliken charge in e.
CARTESIAN COORDINATES (ANGSTROEM)
O (2.654, -0.004, 1.641)  -0.623
C (2.041, 0.053, 0.591)  -0.280
C (0.764, 0.835, 0.414)  1.045
C (-0.213, 0.876, 1.373)  -1.150
C (-1.338, 1.595, 1.072)  0.688
F (-2.310, 1.643, 2.007)  -0.410
C (-1.529, 2.259, -0.108)  0.692
C (-2.802, 3.011, -0.435)  -1.718
C (-3.996, 2.033, -0.563)  -0.118
C (-3.733, 0.905, -1.567)  -0.628
C (-5.043, 0.187, -1.960)  -0.812
S (-5.608, -0.960, -0.700)  1.105
O (-5.135, -2.283, -0.939)  -0.562
O (-5.314, -0.511, 0.625)  -0.495
Cl (-7.669, -0.965, -0.869)  -0.253
C (-0.511, 2.238, -1.043)  -0.664
C (0.622, 1.521, -0.769)  0.403
C (1.773, 1.442, -1.739)  -0.639
O (2.190, 2.418, -2.338)  -0.527
C (2.385, 0.074, -1.853)  1.063
C (2.522, -0.621, -0.670)  0.974
C (3.052, -1.883, -0.674)  -1.358
C (3.431, -2.415, -1.883)  -1.072
C (3.309, -1.734, -3.060)  -0.784
C (2.762, -0.450, -3.072)  0.408
P (2.609, 0.365, -4.717)  -0.022
O (2.506, -0.968, -5.713)  -0.433
I (0.381, 1.387, -4.929)  -0.114
H (-0.083, 0.354, 2.314)  0.572
H (-2.673, 3.459, -1.425)  0.368
H (-3.052, 3.779, 0.299)  0.399
H (-4.216, 1.612, 0.419)  0.435
H (-4.852, 2.610, -0.933)  0.266
H (-3.319, 1.263, -2.518)  0.380
H (-3.035, 0.144, -1.201)  0.291
H (-5.837, 0.924, -2.115)  0.429
H (-4.958, -0.378, -2.891)  0.467
H (-0.578, 2.759, -1.992)  0.509
H (3.142, -2.442, 0.250)  0.576
H (3.836, -3.418, -1.890)  0.897
H (3.634, -2.168, -3.997)  0.487
H (1.574, -1.237, -5.708)  0.294
C (6.965, -5.341, 1.319)  -1.074
S (5.947, -4.005, 0.675)  0.623
O (4.811, -4.634, -0.056)  -0.620
C (7.127, -3.438, -0.552)  -1.023
H (6.395, -5.862, 2.086)  0.339
H (7.217, -6.034, 0.516)  0.306
H (7.872, -4.925, 1.759)  0.361
H (7.368, -4.256, -1.234)  0.445
H (8.026, -3.080, -0.053)  0.405
H (6.672, -2.619, -1.105)  0.229
C (-7.812, 2.160, 0.060)  -0.355
S (-7.992, 3.915, -0.280)  0.413
O (-6.691, 4.564, 0.041)  -0.599
C (-9.112, 4.244, 1.082)  -0.840
H (-7.111, 1.748, -0.658)  -0.509
H (-7.426, 2.015, 1.069)  0.354
H (-8.777, 1.667, -0.050)  0.536
H (-8.641, 3.960, 2.023)  0.172
H (-10.034, 3.680, 0.938)  0.350
H (-9.335, 5.309, 1.095)  0.400
C (8.888, -0.539, 3.181)  -1.039
S (7.250, -0.847, 2.503)  0.652
O (7.317, -0.576, 1.041)  -0.594
C (6.452, 0.565, 3.276)  -0.727
H (9.566, -1.295, 2.790)  0.330
H (9.233, 0.451, 2.880)  0.300
H (8.850, -0.612, 4.268)  0.373
H (6.948, 1.488, 2.972)  0.289
H (6.491, 0.454, 4.360)  0.416
H (5.413, 0.586, 2.950)  0.052
C (4.395, 3.044, 0.652)  -0.732
S (5.253, 4.342, 1.548)  0.394
O (6.176, 3.679, 2.509)  -0.590
C (3.821, 4.901, 2.482)  -0.942
H (5.121, 2.527, 0.027)  0.402
H (3.954, 2.338, 1.358)  0.062
H (3.621, 3.483, 0.021)  0.388
H (3.416, 4.074, 3.067)  0.286
H (3.067, 5.284, 1.795)  0.361
H (4.142, 5.698, 3.150)  0.336
C (-9.444, 1.199, 4.716)  -0.883
S (-11.115, 1.094, 4.059)  0.477
O (-11.052, 1.491, 2.626)  -0.569
C (-11.768, 2.497, 4.975)  -0.915
H (-8.844, 0.426, 4.240)  0.307
H (-9.020, 2.179, 4.493)  0.244
H (-9.465, 1.031, 5.792)  0.382
H (-11.195, 3.393, 4.736)  0.277
H (-11.717, 2.288, 6.043)  0.366
H (-12.807, 2.638, 4.682)  0.320
C (2.177, -6.497, -5.381)  -1.009
S (3.117, -6.225, -3.872)  0.409
O (3.072, -4.768, -3.583)  -0.461
C (4.730, -6.577, -4.585)  -0.938
H (1.130, -6.290, -5.168)  0.320
H (2.531, -5.826, -6.164)  0.301
H (2.285, -7.536, -5.694)  0.391
H (4.920, -5.900, -5.419)  0.305
H (4.759, -7.613, -4.922)  0.393
H (5.480, -6.425, -3.812)  0.265

Cartesian forces (eV/Å) of the 3 atoms listed first:
-0.6014 -0.1461 -0.4710
0.3429 -0.1016 0.2252
1.0751 -0.6694 0.2457

The HOMO energy comes out at -8.471 eV. For the gap between HOMO and LUMO, the calculation gives 8.10 eV. As for the energy relative to the best compared isomer or geometry (same formula, charge and spin): 0.0000 eV. The calculation puts the LUMO energy at -0.0138 hartree.

***

The following is a DFT calculation (wB97M-V/def2-TZVPD) of 2 unconnected molecules or ions with the total composition C8H12N2OS2.

Last column: natural (NBO) charge in e.
CARTESIAN COORDINATES (ANGSTROEM)
C (2.865, 3.146, -1.432)  -0.172
C (1.305, 1.629, -0.793)  -0.262
C (0.955, -0.915, -0.066)  -0.148
C (0.551, -2.362, 0.046)  -0.431
C (2.001, -1.076, 0.908)  -0.480
C (1.676, -2.513, 1.113)  -0.386
C (-3.901, 0.846, 0.643)  -0.694
C (-2.542, 1.156, 1.118)  -0.301
N (3.004, 2.909, -0.148)  -0.225
N (1.995, 2.068, 0.210)  -0.263
O (-0.714, 0.284, -1.636)  -0.981
S (1.603, 2.384, -2.302)  0.478
S (-0.015, 0.538, -0.355)  1.345
H (3.465, 3.802, -1.916)  0.209
H (-0.335, -2.242, 0.622)  0.221
H (0.455, -2.957, -0.794)  0.228
H (2.961, -1.000, 0.379)  0.228
H (2.046, -0.444, 1.803)  0.232
H (1.153, -2.813, 2.090)  0.202
H (2.577, -3.028, 1.011)  0.213
H (-4.509, 0.184, 1.408)  0.206
H (-4.578, 1.632, 0.519)  0.218
H (-3.840, 0.261, -0.343)  0.233
H (-1.946, 0.615, 1.820)  0.170
H (-2.132, 2.096, 0.879)  0.161

Cartesian forces (eV/Å) of the 3 atoms listed first:
-0.7008 -0.8444 1.5023
-0.1765 0.3589 1.3104
-0.5707 1.0696 -1.1345

The HOMO energy (alpha / beta) comes out at -7.848 / -7.772 eV. For the gap between HOMO and LUMO (alpha / beta), the calculation gives 8.11 / 7.65 eV. As for the energy relative to the best compared isomer or geometry (same formula, charge and spin): 7.2778 eV. The calculation puts the LUMO energy (alpha / beta) at 0.0096 / -0.0046 hartree.

***

Number 1: F_max 0.060 Eh/bohr, calculated total energy -6819.7739 eV. Number 2: F_max 0.064 Eh/bohr, calculated total energy -29165.0246 eV. Number 3: F_max 0.060 Eh/bohr, calculated total energy -44092.5929 eV. Number 4: F_max 0.068 Eh/bohr, calculated total energy -13059.0079 eV. Number 5: F_max 0.036 Eh/bohr, calculated total energy -162915.8213 eV. Number 6: F_max 0.077 Eh/bohr, calculated total energy -35181.0678 eV.